Record 1
This record from OMol25 describes a structure of composition C36H26Cl5NP2S3SbTi. The level of theory is ωB97M-V/def2-TZVPD.

```
75
Properties=species:S:1:pos:R:3
Sb -3.235 -1.612 2.305
Ti -0.685 -0.568 0.370
Cl -0.588 -1.571 -2.669
Cl -2.131 -0.616 -5.198
Cl -1.815 3.023 -0.163
Cl -3.541 2.170 -5.186
Cl -3.343 3.984 -2.667
S -2.259 -3.000 3.884
S -2.199 -2.374 0.214
S -1.890 0.442 2.112
P 2.908 2.516 -0.409
P 1.023 -2.831 0.395
N 1.214 -0.210 1.360
C 3.469 -1.778 -0.369
C -1.441 -0.054 -2.618
C 5.579 -2.925 -0.437
C 1.981 5.210 0.016
C 2.822 -2.944 0.033
C 1.076 3.164 -2.507
C 2.975 4.360 -0.469
C -2.639 2.401 -2.634
C -2.726 1.601 -3.768
C 0.477 -4.562 0.251
C 1.844 0.968 1.673
C -0.519 -7.145 -0.106
C 2.008 2.259 -1.997
C -1.964 1.931 -1.510
C 2.699 0.783 2.737
C 2.576 -0.571 3.127
C 2.311 1.125 -2.746
C 1.657 -1.131 2.272
C 1.689 0.890 -3.966
C 0.477 2.947 -3.736
C 3.579 -4.099 0.213
C -0.844 -6.420 1.032
C -1.369 0.671 -1.439
C 1.634 2.243 0.926
C 0.781 -5.288 -0.900
C 4.946 -4.092 -0.028
C 2.108 6.588 -0.089
C 3.229 7.145 -0.687
C 4.225 6.312 -1.179
C 0.293 -6.573 -1.077
C 4.837 -1.764 -0.600
C -0.356 -5.133 1.213
C 4.098 4.936 -1.064
C 1.111 -2.514 2.199
C -2.105 0.360 -3.769
C 0.778 1.805 -4.467
H 1.911 -0.016 -4.518
H -1.500 -6.845 1.782
H 1.408 -4.842 -1.665
H 3.095 -5.011 0.541
H 3.326 8.221 -0.771
H 0.816 4.051 -1.942
H 5.106 6.735 -1.648
H 5.521 -5.001 0.114
H 3.330 1.541 3.182
H 6.648 -2.920 -0.615
H -0.909 -8.146 -0.245
H 0.285 1.620 -5.414
H -0.664 -4.566 2.085
H 0.109 -2.587 2.645
H 0.538 -7.124 -1.978
H -0.249 3.658 -4.112
H 5.317 -0.837 -0.892
H 0.621 2.326 0.525
H 1.320 7.228 0.290
H 2.890 -0.867 -0.463
H 3.037 0.415 -2.371
H 4.882 4.288 -1.440
H 1.764 -3.237 2.694
H 3.076 -1.074 3.942
H 1.087 4.796 0.464
H 1.770 3.062 1.635
```

Its multiplicity is 2. As for the highest occupied orbital energy (spin up / spin down): -0.0496 / -0.0562 hartree. The HOMO-LUMO gap (spin up / spin down) is 5.20 / 5.38 eV. The value obtained for the energy above the lowest of the compared OMol25 structures with the same formula, charge and spin is 44.44 kJ/mol. For the LUMO energy (spin up / spin down), the calculation gives 3.851 / 3.851 eV. The net charge is -2. For the largest force on an atom, the calculation gives 0.806 eV/A.

***

Record 2
This record from OMol25 describes a structure of composition C36H26ClNO2PPdSTe. The level of theory is ωB97M-V/def2-TZVPD.

```
70
Properties=species:S:1:pos:R:3
Te 1.574 -2.102 0.853
Pd 0.864 0.182 -0.474
Cl 8.933 2.442 1.859
S 0.728 -5.277 1.174
P -1.298 -0.301 -0.193
O 2.593 0.310 1.597
O 2.964 0.690 -0.556
N -0.967 7.219 -1.472
C -1.839 -1.537 -1.406
C 0.219 -6.228 -0.119
C 5.566 1.572 -0.077
C -4.558 1.988 -1.091
C 4.739 1.124 0.949
C -1.393 -1.037 1.484
C 0.738 -3.839 0.211
C -2.594 0.950 -0.176
C 0.085 -5.510 -1.281
C 0.729 2.987 0.098
C -0.227 -1.039 2.294
C -4.416 3.039 -0.198
C -3.367 3.047 0.715
C -2.546 -2.202 3.247
C -0.677 6.115 -1.343
C -1.388 -1.308 -2.708
C -1.731 -2.171 -3.735
C -0.314 4.732 -1.184
C -0.377 2.465 -1.976
C 0.404 4.325 -0.063
C 3.350 0.684 0.652
C -3.647 0.939 -1.084
C -2.560 -1.572 2.008
C 6.504 1.496 2.544
C -0.695 3.803 -2.148
C -2.528 -3.276 -3.469
C -2.966 -3.518 -2.176
C -1.382 -2.280 4.010
C -2.619 -2.659 -1.145
C 7.316 1.935 1.509
C 0.328 2.053 -0.853
C 0.376 -4.150 -1.094
C -2.454 2.008 0.724
C -0.235 -1.667 3.559
C 5.212 1.091 2.257
C 6.859 1.979 0.199
H -1.396 -2.775 4.971
H 1.293 2.677 0.970
H -0.713 1.754 -2.718
H -3.488 -1.486 1.459
H 6.884 1.477 3.555
H 5.186 1.600 -1.088
H -5.375 1.983 -1.799
H -3.568 -4.391 -1.962
H -5.122 3.858 -0.213
H -2.802 -3.950 -4.270
H 7.512 2.330 -0.587
H 4.557 0.750 3.046
H -2.940 -2.895 -0.143
H -1.247 4.129 -3.019
H -3.761 0.125 -1.788
H -0.738 -0.465 -2.913
H 0.551 -0.288 2.106
H -3.253 3.871 1.406
H -1.377 -1.980 -4.739
H -1.616 2.036 1.412
H 0.706 5.055 0.676
H 0.657 -1.637 4.171
H 0.059 -7.288 0.008
H -3.462 -2.632 3.633
H 0.351 -3.403 -1.874
H -0.200 -5.956 -2.222
```

Its multiplicity is 1. As for the highest occupied orbital energy: -0.4021 hartree. The HOMO-LUMO gap is 4.98 eV. The value obtained for the energy above the lowest of the compared OMol25 structures with the same formula, charge and spin is 211.79 kJ/mol. For the LUMO energy, the calculation gives -5.959 eV. The net charge is +1. For the largest force on an atom, the calculation gives 0.464 eV/A.

***

Record 3
This record from OMol25 describes a structure of composition C36H27Cl4N2O5PPmS. The level of theory is ωB97M-V/def2-TZVPD.

```
77
Properties=species:S:1:pos:R:3
Pm 1.199 1.293 -0.593
Cl 6.483 1.357 -0.593
Cl 5.894 -4.058 -0.593
Cl 7.740 -1.518 -0.593
Cl 2.772 -3.751 -0.593
S 1.329 1.237 3.264
P -1.076 -1.137 -1.551
O 3.450 1.303 -0.593
O 1.886 -0.850 -0.593
O 2.123 1.960 4.258
O 1.462 -0.218 3.369
O -0.638 -0.042 -0.593
N 1.931 3.545 -0.086
N 1.356 1.776 1.766
C 3.780 -2.302 -0.593
C 1.932 -1.614 -5.018
C -4.660 -1.322 -3.570
C 2.244 5.829 0.563
C -1.367 0.622 3.346
C 0.861 -2.498 -4.910
C 5.176 -2.459 -0.593
C -2.675 0.738 3.818
C 5.997 -1.330 -0.593
C 3.155 -1.016 -0.593
C 5.417 -0.050 -0.593
C -0.133 -4.744 0.143
C 0.092 -1.340 -2.917
C -4.389 1.805 5.328
C 2.091 -0.595 -4.082
C -1.981 2.524 5.297
C -2.993 1.694 4.792
C -1.333 -5.143 0.726
C -0.375 1.465 3.851
C 2.207 4.826 -0.380
C -0.054 -2.363 -3.865
C -2.650 -0.729 -2.338
C -2.387 -3.114 -0.057
C 1.679 4.189 2.269
C -3.464 -1.693 -2.950
C -2.458 -4.327 0.631
C -1.196 -2.712 -0.680
C 1.654 3.150 1.336
C -4.251 0.984 -2.992
C 4.000 0.147 -0.593
C 1.975 5.506 1.888
C -3.059 0.614 -2.369
C 1.176 -0.457 -3.038
C -5.051 0.015 -3.591
C -0.064 -3.534 -0.550
C -0.669 2.410 4.831
H -5.286 -2.077 -4.039
H 2.478 6.847 0.277
H 0.116 3.039 5.239
H 1.306 0.342 -2.310
H -4.551 2.029 -3.011
H -2.205 3.259 6.067
H 1.481 4.015 3.320
H -0.879 -3.067 -3.795
H -0.530 2.550 -0.593
H 0.753 -5.367 0.237
H -3.267 -2.475 -0.092
H -3.388 -4.628 1.105
H 0.738 -3.293 -5.642
H 2.927 0.095 -4.164
H 2.406 5.025 -1.426
H -2.436 1.379 -1.905
H 2.000 6.279 2.651
H -5.979 0.303 -4.078
H -3.177 -2.741 -2.949
H 0.890 -3.226 -0.975
H -4.424 1.445 6.361
H -3.436 0.070 3.424
H -1.110 -0.128 2.602
H -4.727 2.846 5.298
H 2.644 -1.719 -5.832
H -5.094 1.211 4.736
H -1.385 -6.082 1.271
```

Its multiplicity is 5. As for the highest occupied orbital energy (spin up / spin down): -0.1573 / -0.1575 hartree. The HOMO-LUMO gap (spin up / spin down) is 6.37 / 6.38 eV. For the LUMO energy (spin up / spin down), the calculation gives 2.091 / 2.091 eV. The net charge is -1. For the largest force on an atom, the calculation gives 3.666 eV/A.

***

Record 4
This record from OMol25 describes a structure of composition C36H28BaCl5N9O2S5. The level of theory is ωB97M-V/def2-TZVPD.

```
86
Properties=species:S:1:pos:R:3
Ba -0.368 -0.895 0.679
Cl -1.403 1.731 -1.334
Cl -6.766 2.182 -1.844
Cl -7.166 -0.227 0.091
Cl -4.669 -1.665 1.333
Cl -3.894 3.148 -2.562
S -2.438 4.046 4.177
S 3.704 1.004 -2.531
S -3.657 2.944 1.669
S 6.811 -2.953 -5.408
S 4.952 -1.604 -3.482
O 0.423 0.251 2.655
O 1.310 3.547 5.176
N -1.327 2.142 2.590
N -3.487 -5.361 -2.447
N 5.548 0.691 -4.457
N -3.432 -3.524 -1.049
N -0.270 2.276 3.461
N -1.911 -3.761 -2.841
N 6.311 -0.278 -5.108
N -0.712 -1.780 -1.974
N 2.387 -1.562 -0.398
C 4.119 1.370 5.811
C 7.511 1.845 -7.867
C 0.579 1.269 3.384
C -2.912 -4.172 -2.100
C -3.026 1.107 -0.959
C 7.146 0.215 -6.141
C 4.773 0.173 -3.557
C -2.300 2.914 2.797
C -0.803 -4.806 1.166
C -0.952 -3.591 1.817
C -1.580 -3.684 3.107
C -4.779 3.740 2.847
C -1.758 -2.524 3.905
C -2.050 -4.919 3.649
C -5.566 0.285 -0.322
C 3.833 0.274 5.005
C -4.102 1.795 -1.516
C -3.984 4.798 3.591
C -1.870 -6.107 2.902
C -3.136 0.035 -0.098
C -5.390 1.366 -1.187
C 1.795 1.358 4.255
C -1.275 -2.701 -2.392
C 3.261 2.453 5.851
C 8.743 1.275 -8.154
C -1.245 -6.046 1.686
C 2.680 0.282 4.241
C -2.365 -2.566 5.132
C 9.177 0.183 -7.417
C 6.710 1.324 -6.862
C 6.139 -1.567 -4.761
C -2.679 -4.939 4.920
C 8.389 -0.350 -6.409
C -4.430 -0.340 0.189
C 2.092 2.465 5.082
C -2.838 -3.791 5.646
H 9.364 1.686 -8.940
H -2.479 -1.656 5.709
H -2.222 -7.049 3.311
H 10.144 -0.261 -7.622
H 5.022 1.382 6.411
H 3.153 -1.727 0.246
H -3.208 -5.705 -3.350
H -1.094 -6.955 1.110
H -1.383 -1.571 3.542
H -2.973 -2.706 -0.670
H -4.446 -5.512 -2.188
H 4.504 -0.575 4.973
H 2.426 -0.556 3.605
H 8.722 -1.200 -5.833
H 2.693 -0.789 -0.999
H -3.760 5.637 2.933
H -5.177 2.996 3.537
H 3.468 3.316 6.472
H 0.525 3.381 4.562
H -4.528 5.166 4.462
H -3.321 -3.820 6.617
H -3.972 -4.028 -0.363
H 2.334 -2.375 -1.003
H 7.164 2.705 -8.427
H -0.332 -4.841 0.182
H -3.031 -5.891 5.308
H -5.605 4.178 2.286
H 5.758 1.769 -6.613
```

Its multiplicity is 1. As for the highest occupied orbital energy: -0.1078 hartree. The HOMO-LUMO gap is 6.37 eV. The value obtained for the energy above the lowest of the compared OMol25 structures with the same formula, charge and spin is 23.49 kJ/mol. For the LUMO energy, the calculation gives 3.441 eV. The net charge is -2. For the largest force on an atom, the calculation gives 0.789 eV/A.

***

Record 5
This record from OMol25 describes a structure of composition C36H28Cl2IMgN2O2P. The level of theory is ωB97M-V/def2-TZVPD.

```
73
Properties=species:S:1:pos:R:3
I 2.522 0.388 2.896
Cl 3.289 3.357 0.027
Cl 4.199 0.637 -0.770
P -0.177 -0.948 0.865
Mg 1.509 1.272 0.208
O 2.186 -0.518 -7.604
O 2.697 -2.272 -6.288
N 0.529 1.422 -1.593
N 0.263 3.016 0.753
C -1.496 -2.354 2.799
C 1.259 -4.194 -1.255
C 1.988 -4.484 1.006
C 1.766 -0.430 -5.155
C 1.248 -3.373 1.435
C -3.540 -2.265 -1.203
C -0.579 -0.265 3.682
C 0.656 -2.511 0.461
C 2.075 -1.011 -3.882
C 0.561 1.543 5.006
C -0.460 2.296 -1.442
C -4.205 -1.057 -1.479
C -0.508 3.187 -0.324
C 4.558 2.453 -0.698
C -2.526 -1.340 4.759
C -1.575 0.747 5.706
C -1.469 5.176 0.612
C -0.560 1.661 5.862
C 2.238 -1.154 -6.358
C 0.723 -2.951 -0.843
C 1.980 -4.935 -0.332
C 0.526 0.598 3.964
C -0.593 5.038 1.698
C -3.687 0.063 -0.846
C 0.904 0.737 -5.214
C -2.322 -2.349 -0.542
C 1.666 -0.334 -2.709
C 0.834 0.810 -2.822
C -1.461 4.261 -0.415
C 0.456 1.439 -4.073
C -2.491 -2.350 3.800
C -0.684 -1.242 2.616
C 0.136 3.836 1.838
C -1.728 -1.157 -0.029
C -1.631 -0.292 4.702
C -2.439 0.025 -0.198
H -0.504 5.803 2.436
H -1.896 -3.371 -0.391
H 2.649 -5.778 -0.515
H 2.747 -1.845 -3.916
H 0.735 1.092 -6.232
H -4.226 1.041 -0.814
H 4.688 2.769 -1.750
H -3.190 -3.157 3.754
H -0.337 2.214 -4.152
H -2.369 0.692 6.426
H 1.901 -0.692 -1.754
H -3.282 -1.376 5.546
H -1.218 -3.217 2.190
H 5.535 2.485 -0.277
H 1.866 0.417 -7.624
H 1.346 -4.428 -2.344
H -1.335 2.459 -2.120
H -2.320 4.229 -1.110
H -3.991 -3.207 -1.513
H 0.570 3.526 2.762
H 2.621 -5.094 1.660
H -2.024 1.014 0.068
H -0.604 2.341 6.710
H 1.333 -3.070 2.484
H 1.411 2.143 5.115
H 0.411 -2.263 -1.632
H -5.013 -0.971 -2.231
H -2.139 6.068 0.602
```

Its multiplicity is 1. As for the highest occupied orbital energy: -0.4869 hartree. The HOMO-LUMO gap is 6.09 eV. The value obtained for the energy above the lowest of the compared OMol25 structures with the same formula, charge and spin is 207.06 kJ/mol. For the LUMO energy, the calculation gives -7.163 eV. The net charge is +2. For the largest force on an atom, the calculation gives 3.475 eV/A.

***

Record 6
This record from OMol25 describes a structure of composition C36H28Cl4N9O5S3W. The level of theory is ωB97M-V/def2-TZVPD.

```
86
Properties=species:S:1:pos:R:3
W 0.156 0.316 0.519
Cl 2.264 2.544 -6.036
Cl 3.529 0.070 -4.635
Cl 0.952 4.834 -4.462
Cl 1.174 4.819 -1.313
S -0.439 -1.017 2.579
S 2.148 0.652 1.783
S -0.311 2.472 3.268
O 1.644 0.340 -1.028
O -2.511 2.390 0.289
O 0.924 3.162 3.052
O -0.398 1.547 4.363
O 0.226 2.238 -0.310
N -0.899 1.818 1.857
N 4.757 -2.249 1.564
N 1.067 -1.631 0.345
N 4.126 -1.041 1.908
N -0.441 0.118 -1.459
N -2.801 -0.456 1.452
N 2.293 -1.887 0.739
N -2.815 -0.813 3.708
N -1.983 -0.269 0.388
C 6.435 -3.866 -1.278
C -0.420 -4.372 -2.467
C 4.828 -1.648 -0.826
C 1.395 -3.041 -1.601
C -1.607 3.660 3.436
C -1.650 -0.070 -1.877
C 5.178 -2.468 0.249
C 0.894 -3.925 -2.543
C -2.563 -0.321 -0.779
C 0.572 -2.583 -0.572
C -2.935 5.382 4.355
C -3.762 5.327 3.232
C -2.127 -0.724 2.553
C 1.109 0.492 -3.388
C -0.734 -3.058 -0.472
C 5.277 -1.949 -2.104
C -4.020 -0.578 -0.906
C 1.074 3.334 -2.218
C 1.465 3.395 -3.623
C 5.990 -3.581 0.000
C -1.835 4.544 4.473
C 0.301 0.016 -4.342
C -1.225 -3.943 -1.422
C 2.913 -0.923 1.461
C -4.207 -0.405 3.807
C 0.621 2.246 -1.552
C -2.414 3.594 2.329
C -1.959 2.547 1.360
C 2.106 2.440 -4.320
C -1.134 -0.181 -4.292
C 2.454 1.109 -3.674
C -2.011 -0.147 -3.267
C -4.758 -0.767 5.173
C 6.079 -3.055 -2.348
C -3.509 4.431 2.203
C 0.740 0.784 -1.981
H -1.185 4.577 5.337
H -4.287 -1.486 -0.363
H 2.963 1.289 -2.727
H -1.344 -2.766 0.371
H -3.157 6.092 5.142
H -4.726 -1.846 5.332
H 5.508 -2.392 2.220
H -3.058 -0.277 -3.497
H 4.985 -1.301 -2.922
H -4.561 0.245 -0.433
H -4.181 -0.287 5.967
H -5.791 -0.433 5.267
H -0.806 -5.062 -3.208
H 4.202 -0.781 -0.668
H -2.241 -4.311 -1.328
H -4.331 -0.671 -1.943
H 0.739 -0.112 -5.327
H 2.414 -2.681 -1.653
H -4.611 5.996 3.167
H 6.250 -4.236 0.825
H 6.418 -3.281 -3.351
H 1.538 -4.261 -3.347
H -1.575 -0.344 -5.270
H -4.763 -0.904 3.015
H -4.132 4.373 1.321
H -2.246 -0.724 4.536
H 7.058 -4.739 -1.439
H -4.300 0.672 3.625
```

Its multiplicity is 3. As for the highest occupied orbital energy (spin up / spin down): -0.1482 / -0.1684 hartree. The HOMO-LUMO gap (spin up / spin down) is 4.88 / 4.77 eV. The value obtained for the energy above the lowest of the compared OMol25 structures with the same formula, charge and spin is 282.16 kJ/mol. For the LUMO energy (spin up / spin down), the calculation gives 0.848 / 0.190 eV. The net charge is -1. For the largest force on an atom, the calculation gives 0.554 eV/A.